No. 1
Density functional theory data (ωB97M-V/def2-TZVPD) for C30H37BeCl2N2O3P2 as an isolated structure.

charge	+1
multiplicity	1
lowest unoccupied orbital energy	-2.42	eV

Positions of all 77 atoms, in Å:
Be -1.157 1.022 0.281
C -3.181 -3.429 -2.766
C -1.859 -3.296 -3.180
C -0.912 -2.774 -2.313
C -1.266 -2.389 -1.018
C -2.590 -2.528 -0.610
C -3.542 -3.046 -1.483
P 0.044 -1.663 0.029
C 1.170 -3.060 0.343
C 0.742 -4.386 0.417
C 1.648 -5.400 0.696
C 2.989 -5.100 0.903
C 3.426 -3.786 0.826
C 2.519 -2.773 0.541
C -0.792 -1.290 1.604
C -0.787 -2.157 2.692
C -1.406 -1.786 3.879
C -2.024 -0.546 3.963
C -2.009 0.318 2.872
C -1.391 -0.019 1.660
H -3.923 -3.837 -3.441
H -1.568 -3.606 -4.176
H 0.121 -2.686 -2.638
H -2.879 -2.238 0.394
H -4.567 -3.160 -1.152
H -0.302 -4.628 0.252
H 1.307 -6.426 0.750
H 3.694 -5.893 1.119
H 4.473 -3.550 0.976
H 2.865 -1.747 0.466
H -0.291 -3.119 2.624
H -1.399 -2.457 4.729
H -2.506 -0.242 4.884
H -2.486 1.283 3.003
C 2.909 2.642 -2.158
C 2.856 1.315 -1.442
O 2.407 1.446 -0.072
P 0.977 1.839 0.501
O 1.254 1.660 2.051
C 1.795 0.459 2.657
C 3.221 0.697 3.087
O 0.858 3.425 0.373
C 1.835 4.318 0.989
C 1.956 5.562 0.149
H 3.309 2.492 -3.163
H 3.562 3.340 -1.633
H 1.917 3.087 -2.249
H 3.846 0.875 -1.355
H 2.218 0.612 -1.970
H 1.721 -0.373 1.954
H 1.144 0.242 3.502
H 3.849 0.948 2.232
H 3.613 -0.208 3.554
H 3.274 1.507 3.815
H 2.786 3.793 1.080
H 1.470 4.545 1.990
H 2.370 5.346 -0.835
H 2.615 6.272 0.651
H 0.986 6.044 0.023
Cl -2.252 2.941 0.958
C -1.981 4.562 0.222
Cl -1.529 5.725 1.444
H -2.921 4.855 -0.228
H -1.181 4.458 -0.499
N -0.070 0.400 -2.542
C -1.425 0.509 -2.445
C -2.238 0.445 -3.588
C -3.596 0.502 -3.456
C -4.161 0.604 -2.176
C -3.314 0.692 -1.114
N -1.954 0.700 -1.227
H 0.265 0.091 -3.441
H 0.372 -0.078 -1.756
H -1.769 0.318 -4.555
H -4.229 0.441 -4.332
H -5.229 0.602 -2.020
H -3.699 0.745 -0.104

***

No. 2
Density functional theory data (ωB97M-V/def2-TZVPD) for a 2-piece molecular cluster, C3H4O3S overall in a non-equilibrium geometry.

multiplicity	1
lowest unoccupied orbital energy	-1.09	eV
energy above the lowest of the compared OMol25 structures with the same formula, charge and spin	358.9	kJ/mol

Positions of all 11 atoms, in Å:
C 0.571 -0.627 -0.288
C -0.545 0.078 0.531
C -0.614 -1.339 0.258
O -4.112 1.358 0.714
O -1.200 -2.344 0.588
O -4.029 0.003 -1.296
S -3.955 0.055 0.132
H 0.708 -0.593 -1.272
H 1.556 -0.752 0.206
H -0.055 0.329 1.570
H -1.146 0.938 0.163

***

No. 3
Density functional theory data (ωB97M-V/def2-TZVPD) for the molecule C4H10O in a non-equilibrium geometry.

multiplicity	1
lowest unoccupied orbital energy	1.16	eV
energy above the lowest of the compared OMol25 structures with the same formula, charge and spin	70.0	kJ/mol

Positions of all 15 atoms, in Å:
C 2.067 -0.213 0.023
C -0.326 -0.131 0.243
C -1.484 -1.059 -0.066
C -0.629 1.312 -0.157
H 2.155 0.900 0.000
H 2.859 -0.633 -0.653
H 2.264 -0.518 1.035
H -0.142 -0.217 1.350
H -2.322 -0.702 0.484
H -1.326 -2.149 0.098
H -1.753 -0.965 -1.125
H 0.202 1.971 -0.069
H -0.924 1.381 -1.215
H -1.443 1.705 0.469
O 0.804 -0.681 -0.417